[1]
{
  "formula": "C3H3NO",
  "method": "ωB97M-V/def2-TZVPD",
  "symbols": ["C", "C", "H", "N", "O", "H", "H", "C"],
  "coordinates": [[0.056, -1.108, 0.585], [-0.377, 0.582, -1.115], [-0.488, -1.667, 1.336], [0.443, 1.088, -0.167], [-1.326, -0.171, -0.873], [-0.018, 0.668, -2.141], [1.238, 0.366, 1.612], [0.572, 0.158, 0.766]],
  "mulliken_charge": [-0.41, 0.25, 0.25, -0.52, -0.46, 0.35, 0.36, 0.17],
  "total_energy_ev": -6692.772,
  "e_homo_ha": [-0.34725, -0.34726],
  "de_lowest_ev": 3.720,
  "e_lumo_ev": [-0.94, -0.94],
  "fmax_ha_per_bohr": 0.0339
}

[2]
{
  "formula": "C6H7N2O",
  "method": "ωB97M-V/def2-TZVPD",
  "symbols": ["C", "H", "H", "H", "H", "H", "N", "H", "C", "O", "N", "C", "C", "C", "H", "C"],
  "coordinates": [[-0.977, -0.006, -0.625], [2.528, 0.587, 1.285], [-1.169, 0.456, 2.760], [1.094, -0.072, 2.800], [-2.254, 0.586, 0.809], [0.628, -1.688, -0.642], [0.662, 0.227, 1.871], [0.535, -1.074, -3.317], [-1.298, 0.790, -1.728], [-0.777, 0.325, -2.848], [-1.344, 0.265, 0.677], [1.564, 0.368, 0.972], [-0.647, 0.211, 1.785], [0.044, -0.642, -2.510], [1.310, 0.484, -0.151], [0.099, -0.819, -1.136]],
  "mulliken_charge": [0.86, 0.37, 0.32, 0.32, 0.26, 0.44, -0.10, 0.51, -0.40, -0.21, -0.08, -0.60, 0.00, -0.57, 0.44, -0.56],
  "total_energy_ev": -11350.292,
  "e_homo_ha": [-0.48247, -0.43984],
  "charge": 1,
  "de_lowest_ev": 4.728,
  "e_lumo_ev": [-5.23, -5.45],
  "fmax_ha_per_bohr": 0.1103
}

[3]
{
  "formula": "C7H20N3OPd",
  "method": "ωB97M-V/def2-TZVPD",
  "symbols": ["H", "N", "H", "N", "H", "H", "C", "C", "H", "H", "C", "H", "H", "H", "H", "C", "H", "H", "H", "H", "Pd", "H", "H", "C", "N", "H", "H", "O", "H", "C", "H", "C"],
  "coordinates": [[-2.428, 0.072, 1.649], [-2.011, 1.627, -2.076], [1.226, 3.285, -2.092], [1.101, -1.084, 0.306], [2.065, -0.943, 2.177], [-2.088, 0.791, -2.691], [-2.339, -0.994, 1.418], [0.488, 4.028, -2.158], [-2.805, -1.180, 0.449], [0.322, 4.026, -3.219], [0.933, -2.784, 2.016], [1.446, -3.215, 2.866], [-2.379, 2.422, -2.571], [-0.340, -1.662, 3.386], [-0.424, 3.695, -1.675], [1.942, -0.417, -0.675], [-2.865, -1.556, 2.179], [2.543, 0.399, -0.232], [1.448, 1.838, -2.252], [1.305, 0.022, -1.520], [0.114, 1.517, -1.385], [0.777, -3.570, 1.297], [0.919, 4.877, -1.674], [1.803, -1.704, 1.402], [-0.958, -1.414, 1.384], [2.628, -1.164, -1.144], [2.743, -2.131, 1.025], [-0.854, -0.070, -0.410], [-2.623, 1.430, -1.242], [-0.197, -0.824, 0.411], [-1.103, -3.069, 2.624], [-0.391, -2.247, 2.425]],
  "mulliken_charge": [0.39, -0.79, 0.13, 1.08, 0.57, 0.27, -2.06, -0.90, 0.06, 0.31, -1.98, 1.42, 0.30, 0.77, 0.10, -1.39, 0.52, 0.36, -0.05, 0.49, -0.49, 0.23, 0.44, -1.41, 3.34, 0.36, 0.46, -0.91, 0.23, -0.79, 0.75, -2.81],
  "total_energy_ev": -17576.907,
  "e_homo_ha": [0.03516, -0.13249],
  "charge": -1,
  "de_lowest_ev": 0.000,
  "e_lumo_ev": [3.35, 3.17],
  "multiplicity": 3,
  "fmax_ha_per_bohr": 0.0673
}

[4]
{
  "formula": "C23H30BaCl2NO6Si",
  "method": "ωB97M-V/def2-TZVPD",
  "symbols": ["H", "H", "H", "C", "H", "H", "C", "H", "H", "C", "C", "H", "C", "H", "H", "C", "Ba", "C", "C", "O", "C", "Si", "H", "H", "H", "Cl", "Cl", "C", "H", "O", "C", "H", "H", "H", "H", "H", "H", "C", "C", "H", "H", "H", "C", "C", "C", "O", "C", "C", "H", "O", "H", "N", "H", "C", "C", "C", "H", "H", "H", "O", "C", "C", "O", "H"],
  "coordinates": [[2.715, -0.699, -4.102], [-1.733, -0.491, 4.821], [3.585, -0.295, -0.580], [1.461, 2.472, 2.425], [-2.528, 3.181, 4.406], [-0.173, -2.141, 0.386], [-0.799, 1.292, 4.125], [-5.032, 0.845, 1.403], [2.334, -2.998, -2.511], [0.447, -2.038, -2.916], [1.630, -1.157, -0.288], [0.474, 0.423, -4.627], [-0.983, -3.252, -4.471], [4.526, -1.131, 1.511], [-6.094, 0.031, 0.181], [1.403, -3.051, -3.070], [-1.074, 1.151, 0.727], [2.724, -2.122, 2.131], [0.310, 3.209, 3.145], [2.602, 2.638, 2.827], [-0.755, -2.168, -3.627], [0.686, -0.533, -1.815], [-2.695, -0.881, 2.613], [1.260, 2.003, -4.503], [3.447, 0.909, -4.038], [-3.884, -0.674, 0.047], [-5.857, -1.239, 2.167], [1.183, -4.138, -3.912], [2.679, 1.720, -1.070], [-2.976, 2.404, 1.252], [-5.306, -0.082, 0.910], [1.165, 2.449, -1.526], [-1.527, -1.413, -3.499], [-0.766, 1.648, 5.167], [-2.885, 0.715, 4.224], [0.779, -2.979, 2.481], [0.156, 0.798, 3.925], [0.745, 1.220, -3.926], [1.402, -2.402, 1.807], [0.659, 3.501, 4.143], [0.119, 4.121, 2.575], [1.940, -4.907, -4.008], [-1.908, 0.262, 4.052], [2.940, 0.140, -3.437], [-0.012, -4.236, -4.618], [-0.740, 0.059, -1.329], [1.678, 0.732, -2.803], [2.046, 1.945, -1.933], [-0.190, -5.083, -5.272], [-1.890, -0.366, 2.745], [-2.031, 4.201, 3.046], [-0.937, 2.428, 3.198], [-1.923, -3.326, -5.005], [2.960, -0.903, 0.065], [-3.339, 2.609, 2.471], [0.868, -1.925, 0.618], [2.571, 2.687, -2.554], [3.669, -0.219, -2.704], [-0.186, 1.638, -3.538], [1.047, 1.739, 1.430], [-2.196, 3.170, 3.363], [3.502, -1.374, 1.258], [-4.438, 2.361, 2.973], [3.143, -2.477, 3.065]],
  "mulliken_charge": [0.38, 0.44, 0.01, 0.20, 0.28, 0.46, -0.77, -0.11, 0.33, 0.23, 0.68, 0.36, -0.62, 0.36, 0.35, -0.06, 2.03, -0.45, -0.65, -0.75, -0.27, -0.33, 0.16, 0.50, 0.53, -0.03, -0.21, -0.71, 0.29, -0.94, 0.04, 0.21, 0.36, 0.32, 0.45, 0.40, 0.36, -1.94, -0.66, 0.25, 0.39, 0.39, -0.71, -1.78, -0.39, -1.35, 2.49, -1.64, 0.35, -0.45, 0.47, 0.26, 0.38, 0.05, 0.63, -0.30, 0.52, 0.22, 0.31, -0.35, -0.88, -0.72, -0.73, 0.35],
  "total_energy_ev": -71737.102,
  "e_homo_ha": -0.21714,
  "charge": -1,
  "de_lowest_ev": 0.523,
  "e_lumo_ev": 2.31,
  "fmax_ha_per_bohr": 0.0602
}

Q: What is the formula in the second record?
A: C6H7N2O